Record 1
Density functional theory data (ωB97M-V with the def2-TZVPD basis set) for a structure of composition C4H6O2Pd.

XYZ file:
```
13
Properties=species:S:1:pos:R:3:mulliken_spin:R:1
C 0.695 0.474 -0.452 0.658
C 0.703 0.375 0.834 0.920
H 1.258 0.006 1.687 0.061
O 0.759 2.409 -1.915 -0.005
C -0.013 1.545 -1.144 0.135
H -0.883 1.158 -1.693 0.034
H 1.374 1.925 -2.474 0.007
H -0.392 1.990 -0.016 0.135
H 0.746 -2.157 1.346 0.013
C -0.222 -1.820 0.939 0.014
O -1.214 -1.909 1.643 0.223
Pd -2.618 -2.574 1.512 0.749
H -0.193 -1.422 -0.267 0.055
```

Output
Total charge: +1
Expectation value of S²: 3.7583
LUMO (alpha / beta): -5.13 / -6.68 eV
Spin multiplicity: 4


Record 2
Density functional theory data (ωB97M-V with the def2-TZVPD basis set) for an isolated molecule of C12H17N2P.

XYZ file:
```
32
Properties=species:S:1:pos:R:3:mulliken_spin:R:1
C 4.079 -0.921 -0.741 0.347
C 3.530 -1.667 0.257 -0.175
C 3.370 0.144 -1.259 -0.202
C 2.255 -1.415 0.666 0.203
C 2.112 0.419 -0.869 0.260
C 1.441 -0.495 0.047 0.145
C -3.357 -2.853 -0.569 0.008
C 1.259 3.070 1.011 -0.002
C -2.599 -1.973 -1.216 0.007
C 0.163 2.548 0.493 0.008
C -2.419 -0.536 -1.087 0.024
C -0.452 1.393 1.355 -0.010
N -0.610 -1.616 1.824 1.133
N -1.031 -0.162 -0.844 0.173
P -0.304 -0.272 0.582 0.099
H 5.076 -0.961 -1.077 0.042
H 4.019 -2.386 0.907 -0.010
H 3.704 0.632 -2.156 -0.020
H 1.841 -2.081 1.402 0.049
H 1.616 1.049 -1.589 0.022
H -3.368 -3.935 -0.870 0.000
H -4.131 -2.559 0.138 -0.001
H 1.858 3.831 0.604 -0.004
H 1.776 2.430 1.644 0.003
H -1.994 -2.428 -1.956 -0.009
H -0.528 3.103 -0.293 0.004
H -3.062 -0.048 -0.300 0.010
H -2.649 -0.225 -2.068 -0.001
H -1.525 1.522 1.652 0.022
H 0.139 1.449 2.296 0.021
H -1.666 -1.546 2.075 -0.091
H -0.416 -0.471 -1.616 -0.052
```

Output
Energy relative to the best compared isomer or geometry (same formula, charge and spin): 67.4 kcal per mole
Expectation value of S²: 2.0210
LUMO (alpha / beta): 0.42 / -1.94 eV
Spin multiplicity: 3


Record 3
Density functional theory data (ωB97M-V with the def2-TZVPD basis set) for a structure of composition CHNO3.

XYZ file:
```
6
Properties=species:S:1:pos:R:3:mulliken_charge:R:1
C -0.880 0.383 -0.022 0.179
N 0.830 -0.468 0.097 0.654
O -0.963 1.547 0.038 -0.247
O 1.563 0.484 0.104 -0.444
O 1.125 -1.619 0.007 -0.504
H -1.676 -0.327 -0.225 0.362
```

Output
Energy relative to the best compared isomer or geometry (same formula, charge and spin): 56.4 kcal per mole
LUMO: -0.54 eV


Record 4
Density functional theory data (ωB97M-V with the def2-TZVPD basis set) for a structure of composition C4H5NO.

XYZ file:
```
11
Properties=species:S:1:pos:R:3:mulliken_charge:R:1
N -0.949 -1.515 0.428 -0.393
C 0.008 -1.003 -0.302 0.197
C 0.801 -0.402 -1.113 -0.328
C 0.919 0.674 -0.128 -0.435
C -0.190 1.485 0.279 0.089
O -1.389 1.200 0.187 -0.665
H -1.668 -0.845 0.710 0.269
H -0.815 -2.362 0.962 0.246
H 1.278 -0.596 -2.068 0.361
H 1.900 0.926 0.280 0.330
H 0.105 2.439 0.765 0.329
```

Output
Energy relative to the best compared isomer or geometry (same formula, charge and spin): 78.9 kcal per mole
LUMO: 0.80 eV


Record 5
Density functional theory data (ωB97M-V with the def2-TZVPD basis set) for an isolated molecule of C5H6N2.

XYZ file:
```
13
Properties=species:S:1:pos:R:3:mulliken_charge:R:1
C -2.302 -1.030 -0.120 -0.031
C -1.296 -0.775 0.531 -0.575
C 0.168 -0.972 1.044 0.072
C 0.180 1.542 -0.330 -0.526
C 0.513 0.544 -1.399 -0.163
H -3.217 -0.900 -0.628 0.395
H 0.300 -1.581 1.878 0.449
H -0.619 1.344 0.321 0.341
H 0.642 2.467 -0.410 0.284
H -0.101 -0.408 -1.462 0.158
H 0.971 0.989 -2.265 0.251
N 1.247 -0.357 0.810 -0.423
N 1.388 0.675 -0.209 -0.232
```

Output
SMILES: C#C/C=N\N1CC1
Energy relative to the best compared isomer or geometry (same formula, charge and spin): 134.4 kcal per mole
LUMO: 0.28 eV


Record 6
Density functional theory data (ωB97M-V with the def2-TZVPD basis set) for an isolated molecule of C7H10N2.

XYZ file:
```
19
Properties=species:S:1:pos:R:3:mulliken_charge:R:1
C -2.458 0.459 0.504 -0.652
C -0.089 1.379 0.601 -0.325
C -1.012 0.223 0.735 0.814
C -1.725 0.560 -0.571 0.019
C -0.045 -0.920 0.840 -1.061
C 1.112 -0.384 -0.088 0.449
C 2.460 -0.719 0.336 -1.389
N 0.831 1.146 -0.207 -0.588
N -1.549 0.632 -1.879 -0.429
H -3.477 0.278 0.909 0.372
H -0.193 2.444 0.877 0.424
H 0.378 -1.216 1.830 0.321
H -0.380 -1.956 0.606 0.336
H 0.704 -0.745 -1.040 0.239
H 3.258 -0.475 -0.506 0.273
H 2.466 -1.725 0.687 0.373
H 2.685 -0.161 1.202 0.365
H -2.350 0.620 -2.606 0.251
H -0.618 0.559 -2.231 0.208
```

Output
SMILES: C[C@H]1C[C@]2(C=N1)C=C2N
Energy relative to the best compared isomer or geometry (same formula, charge and spin): 118.0 kcal per mole
LUMO: 0.92 eV


Record 7
Density functional theory data (ωB97M-V with the def2-TZVPD basis set) for an isolated molecule of C5H12N2.

XYZ file:
```
19
Properties=species:S:1:pos:R:3:mulliken_charge:R:1
C 1.681 0.405 0.433 -0.953
C -1.303 1.144 -0.705 -1.035
C -1.460 -0.100 1.341 -0.970
N -0.774 0.047 0.074 0.030
C 0.763 -0.512 -0.215 1.092
N 0.847 -1.899 0.099 -0.635
C 1.517 -0.050 -1.364 -1.140
H 0.401 -2.090 0.988 0.307
H 0.395 -2.448 -0.623 0.300
H 1.533 1.474 0.442 0.299
H 2.432 0.019 1.111 0.293
H -1.062 -0.938 1.919 0.264
H -0.795 1.273 -1.664 0.277
H -2.360 0.978 -0.959 0.322
H -1.227 2.108 -0.182 0.324
H -1.392 0.798 1.970 0.309
H -2.528 -0.315 1.178 0.290
H 1.327 0.893 -1.852 0.330
H 2.006 -0.785 -1.991 0.296
```

Output
SMILES: CN(C)C1(N)CC1
Energy relative to the best compared isomer or geometry (same formula, charge and spin): 82.7 kcal per mole
LUMO: 1.07 eV


Record 8
Density functional theory data (ωB97M-V with the def2-TZVPD basis set) for an isolated molecule of C4H8O.

XYZ file:
```
13
Properties=species:S:1:pos:R:3:mulliken_charge:R:1
C 1.694 0.171 -0.011 -0.845
C 0.440 0.894 -0.483 -0.367
C -0.881 0.345 0.156 0.515
O -2.109 0.647 -0.335 -0.652
C -0.925 -1.125 0.296 -1.096
H 1.796 0.094 1.085 0.340
H 0.741 0.145 -1.195 0.257
H 2.608 0.392 -0.546 0.287
H 0.145 1.866 -0.847 0.444
H -0.787 0.696 1.210 0.172
H 0.183 -1.248 0.511 0.356
H -1.830 -1.311 0.896 0.343
H -1.075 -1.567 -0.738 0.245
```

Output
Energy relative to the best compared isomer or geometry (same formula, charge and spin): 183.4 kcal per mole
LUMO: -2.74 eV


Record 9
Density functional theory data (ωB97M-V with the def2-TZVPD basis set) for a structure of composition C34H43CoN5O2P2S.

XYZ file:
```
88
Properties=species:S:1:pos:R:3:mulliken_charge:R:1
Co -0.067 0.012 0.900 -0.262
C 5.496 5.405 5.305 -0.914
S 4.075 4.572 4.577 0.059
C 4.728 4.222 2.922 -1.144
C 3.635 3.577 2.079 -0.117
C 3.189 2.248 2.667 -1.062
N 2.066 1.635 1.925 -0.001
P 2.044 0.367 0.868 1.155
C 3.452 0.316 -0.187 1.037
C 3.583 1.253 -1.220 -0.257
C 4.739 1.266 -1.976 -0.843
C 5.756 0.355 -1.704 -0.552
C 5.624 -0.576 -0.682 -0.832
C 4.468 -0.608 0.080 -0.489
C 1.712 -1.176 1.696 0.499
C 1.770 -2.391 0.972 -0.438
C 1.533 -3.581 1.614 -0.764
C 1.209 -3.586 2.973 -0.591
C 1.143 -2.405 3.701 -0.808
C 1.412 -1.201 3.076 -0.267
P 0.388 1.847 2.126 1.087
C -0.048 2.031 3.841 0.504
C -0.786 1.035 4.485 -0.445
C -1.112 1.181 5.823 -0.952
C -0.689 2.308 6.517 -0.631
C 0.045 3.302 5.878 -0.960
C 0.358 3.176 4.536 -0.152
C -0.108 3.360 1.286 0.698
C -1.288 3.993 1.681 -0.654
C -1.734 5.110 0.987 -0.800
C -1.010 5.595 -0.093 -0.741
C 0.164 4.963 -0.490 -0.809
C 0.613 3.844 0.193 -0.304
H 5.200 5.720 6.303 0.362
H 5.768 6.282 4.721 0.298
H 6.339 4.723 5.385 0.291
H 5.604 3.573 2.996 0.459
H 5.040 5.158 2.460 0.518
H 3.988 3.426 1.054 0.273
H 2.781 4.260 2.035 0.199
H 2.851 2.379 3.697 0.550
H 4.012 1.530 2.697 0.502
H 2.787 1.956 -1.433 0.375
H 4.851 1.980 -2.780 0.469
H 6.660 0.372 -2.299 0.442
H 6.421 -1.277 -0.478 0.461
H 4.366 -1.332 0.879 0.455
H 1.982 -2.379 -0.090 0.594
H 1.583 -4.512 1.067 0.467
H 1.015 -4.529 3.468 0.466
H 0.915 -2.426 4.758 0.529
H 1.439 -0.291 3.660 0.637
H -1.114 0.155 3.942 0.403
H -1.695 0.421 6.325 0.481
H -0.939 2.416 7.564 0.452
H 0.369 4.177 6.425 0.495
H 0.916 3.964 4.041 0.603
H -1.840 3.639 2.544 0.575
H -2.637 5.614 1.305 0.511
H -1.351 6.477 -0.618 0.468
H 0.738 5.358 -1.318 0.508
H 1.547 3.375 -0.095 0.284
N -1.320 1.001 -0.253 -0.624
C -2.000 0.066 -1.206 0.463
C -3.530 0.007 -1.008 -1.090
C -4.340 0.666 -2.134 -0.544
C -4.731 -0.400 -3.155 -1.371
N -3.594 -0.891 -3.940 -0.003
C -3.325 -0.570 -5.203 0.899
N -3.937 0.451 -5.800 -0.363
N -2.400 -1.259 -5.871 -0.403
C -1.423 -1.337 -1.024 -0.104
O -1.663 -2.174 -1.864 -0.702
O -0.700 -1.490 0.047 -0.599
H -2.018 1.447 0.342 0.378
H -0.856 1.773 -0.728 0.337
H -1.768 0.359 -2.230 0.452
H -3.792 0.402 -0.023 0.630
H -3.820 -1.044 -0.976 0.527
H -3.769 1.472 -2.604 0.406
H -5.260 1.112 -1.756 0.401
H -5.543 -0.082 -3.808 0.526
H -5.116 -1.266 -2.615 0.377
H -3.104 -1.693 -3.559 0.222
H -4.650 0.981 -5.330 0.188
H -3.822 0.616 -6.786 0.213
H -2.017 -2.113 -5.499 0.198
H -2.173 -1.037 -6.826 0.210
```

Output
Total charge: +3
LUMO (alpha / beta): -9.41 / -9.43 eV


Record 10
Density functional theory data (ωB97M-V with the def2-TZVPD basis set) for a cluster of 3 separate species, C21H40ClFNO12P in total.

XYZ file:
```
77
Properties=species:S:1:pos:R:3:mulliken_charge:R:1
C -6.829 0.634 3.136 0.021
C -5.742 0.922 2.699 -1.069
C -4.374 1.243 2.305 -0.067
C -3.336 0.155 2.704 0.321
Cl -4.171 -1.465 2.754 -0.181
O -2.297 0.009 1.783 0.176
C -1.096 0.701 2.106 0.693
C -0.354 0.181 3.348 -1.087
C 0.090 -1.277 3.270 -0.495
F -0.915 -2.119 2.905 -0.273
C -0.130 0.456 0.889 -1.248
O -0.352 -0.788 0.294 -0.444
O -0.257 1.466 -0.072 -0.249
C 0.834 1.479 -0.977 1.117
C 0.360 2.333 -2.186 -1.372
O -0.259 1.595 -3.218 -0.331
O 0.790 1.083 -4.029 -0.309
C 2.082 2.151 -0.393 -1.279
O 2.922 1.266 0.343 -0.219
C 3.733 1.997 1.231 -0.124
C 4.201 1.106 2.386 -1.349
P -1.267 2.554 2.287 0.819
N -1.800 3.008 3.678 -0.968
O -2.177 3.135 1.118 -0.559
O 0.217 3.165 2.137 -0.474
H -7.737 0.451 3.638 0.467
H -4.144 2.135 2.886 0.228
H -4.348 1.475 1.244 0.352
H -3.017 0.317 3.727 0.128
H 0.557 0.776 3.433 0.415
H -0.915 0.328 4.266 0.687
H 0.425 -1.560 4.269 0.477
H 0.963 -1.400 2.632 0.201
H 0.879 0.408 1.297 0.293
H -0.915 -0.601 -0.466 0.428
H 1.086 0.496 -1.379 0.380
H -0.393 3.021 -1.805 0.437
H 1.175 2.915 -2.612 0.553
H 0.398 0.301 -4.432 0.297
H 1.763 3.012 0.195 0.183
H 2.697 2.563 -1.195 0.617
H 3.211 2.850 1.674 0.257
H 4.634 2.379 0.746 0.359
H 5.251 1.279 2.607 0.366
H 3.638 1.301 3.298 0.325
H 4.093 0.046 2.158 0.299
H -2.001 2.206 4.264 0.307
H -2.933 3.594 1.501 0.393
H 0.231 3.829 1.437 0.329
O -5.768 -3.870 -3.697 -0.574
C -4.955 -3.846 -2.815 0.694
O -5.042 -2.903 -1.861 -0.406
C -4.236 -2.898 -0.676 -0.662
C -2.898 -2.244 -0.917 -0.218
C -3.786 -4.804 -2.802 -0.852
H -4.138 -3.906 -0.270 0.355
H -4.793 -2.321 0.058 0.256
H -2.312 -2.787 -1.661 0.312
H -2.327 -2.200 0.010 -0.047
H -3.040 -1.229 -1.297 0.343
H -3.002 -4.414 -3.450 0.225
H -4.126 -5.761 -3.193 0.316
H -3.377 -4.994 -1.812 0.313
O 4.845 1.948 -1.817 -0.610
C 4.731 0.819 -2.214 0.884
O 5.597 -0.121 -1.799 -0.385
C 5.436 -1.516 -2.065 -0.318
C 5.994 -1.894 -3.422 -1.016
C 3.686 0.460 -3.224 -0.363
H 4.394 -1.815 -1.944 0.251
H 5.998 -2.028 -1.285 0.386
H 5.465 -1.387 -4.229 0.273
H 5.915 -2.970 -3.581 0.373
H 7.042 -1.602 -3.493 0.298
H 4.044 0.706 -4.223 0.401
H 2.802 1.046 -3.007 -0.344
H 3.378 -0.584 -3.195 0.284
```

Output
SMILES: C#CC[C@@H](Cl)O[C@@](CCF)([C@@H](O)O[C@@H](COO)COCC)P(=N)(O)O.CCOC(C)=O.CCOC(C)=O
LUMO: 0.23 eV


Record 11
Density functional theory data (ωB97M-V with the def2-TZVPD basis set) for a structure of composition C34H29Cl4N5O5Ta.

XYZ file:
```
78
Properties=species:S:1:pos:R:3:mulliken_charge:R:1
Ta 0.087 0.124 -0.024 1.394
Cl -0.343 -6.212 -2.866 -0.175
C -0.154 -4.514 -2.995 0.454
C 0.003 -3.911 -4.246 0.214
Cl 0.038 -4.876 -5.663 -0.168
C 0.118 -2.523 -4.348 0.194
Cl 0.285 -1.747 -5.870 -0.146
C 0.095 -1.743 -3.200 -0.121
O 0.179 -0.388 -3.221 -0.463
C -0.023 -2.356 -1.957 0.249
O -0.009 -1.549 -0.884 -0.528
C -0.155 -3.730 -1.843 -0.258
Cl -0.318 -4.416 -0.273 -0.181
O -1.228 -0.460 1.462 -0.347
N -0.825 -1.237 2.433 -0.755
N 0.413 -1.425 2.442 1.413
O 1.213 -0.900 1.541 -0.684
C 0.998 -2.271 3.461 -0.028
C 0.937 -1.874 4.781 -0.038
C 1.516 -2.695 5.738 -0.891
C 2.134 -3.878 5.359 -0.440
C 2.186 -4.249 4.020 -0.719
C 1.617 -3.438 3.053 -0.344
H 0.446 -0.949 5.048 0.505
H 1.486 -2.407 6.780 0.399
H 2.572 -4.520 6.111 0.403
H 2.668 -5.173 3.730 0.399
H 1.643 -3.705 2.004 0.457
C -3.124 4.438 1.128 -1.219
C -2.203 5.623 1.010 1.379
C -2.722 6.888 0.738 -0.712
C -1.907 8.004 0.648 -0.671
C -0.536 7.883 0.830 -0.651
C 0.007 6.636 1.087 -0.729
C -0.819 5.521 1.168 -0.149
N -0.212 4.253 1.449 0.431
C -0.222 3.204 0.603 0.602
N -0.679 3.442 -0.621 0.214
C -0.947 2.568 -1.704 0.131
C -0.782 1.126 -1.537 -0.338
C -1.088 0.295 -2.786 -0.007
C -1.595 1.024 -3.978 -1.311
C -1.661 2.350 -4.003 -0.984
C -1.309 3.175 -2.856 1.717
C -1.377 4.674 -2.998 -1.603
N 0.233 2.002 0.988 0.806
C 0.637 1.932 2.380 -1.813
C -0.349 1.785 3.353 0.872
C -0.008 1.749 4.695 -1.245
C 1.327 1.850 5.063 -0.682
C 2.303 1.987 4.090 -0.939
C 1.983 2.040 2.733 1.764
C 3.064 2.268 1.714 -1.609
H -4.057 4.736 1.605 0.565
H -2.684 3.637 1.720 0.009
H -3.375 4.028 0.146 0.247
H -3.793 6.995 0.618 0.469
H -2.342 8.972 0.441 0.423
H 0.106 8.751 0.769 0.410
H 1.074 6.514 1.225 0.494
H 0.236 4.119 2.342 0.184
H -0.926 4.407 -0.786 -0.145
H -1.775 -0.518 -2.541 0.509
H -1.911 0.426 -4.823 0.461
H -2.017 2.856 -4.892 0.358
H -1.592 4.948 -4.029 0.408
H -0.435 5.158 -2.725 0.397
H -2.171 5.115 -2.384 0.342
H -1.383 1.694 3.044 0.432
H -0.781 1.640 5.445 0.454
H 1.608 1.824 6.108 0.459
H 3.344 2.067 4.381 0.476
H 4.014 1.875 2.073 0.484
H 3.203 3.337 1.535 0.303
H 2.838 1.809 0.755 0.142
O 2.208 0.059 -0.807 -0.634
H 2.291 -0.174 -1.744 0.373
H 2.701 -0.592 -0.285 0.331
```

Output
Energy relative to the best compared isomer or geometry (same formula, charge and spin): 69.4 kcal per mole
Total charge: +1
LUMO: -3.14 eV


Record 12
Density functional theory data (ωB97M-V with the def2-TZVPD basis set) for a structure of composition C2H5N2O5S2.

XYZ file:
```
16
Properties=species:S:1:pos:R:3:mulliken_charge:R:1
C -0.060 -0.435 0.466 0.818
C -2.643 -0.517 0.240 -0.785
N 0.355 -1.522 -0.105 -0.453
N -1.319 0.004 0.649 -0.196
O 3.053 1.596 0.651 -0.492
O 0.898 0.451 0.983 -0.304
O 0.534 1.211 -1.422 -0.284
O 2.861 -0.813 0.397 -0.306
O 1.829 0.607 -1.314 -0.141
S 1.758 -2.227 0.088 0.253
S 2.252 0.498 0.202 1.271
H -2.723 -1.042 -0.842 0.291
H -3.344 0.405 0.136 0.296
H -3.003 -1.203 1.003 0.321
H -1.308 1.051 0.904 0.318
H 0.860 1.932 -2.036 0.393
```

Output
Energy relative to the best compared isomer or geometry (same formula, charge and spin): 35.9 kcal per mole
Total charge: +1
LUMO: -4.84 eV